# 1
Computed, not measured: a molecular structure, C39H29CsF4N9O4PSe2 in a non-equilibrium geometry, with ωB97M-V/def2-TZVPD.

Atoms and positions in Å:
Cs  1.0137  0.8097  -1.1623
O  -6.5956  3.5445  0.3680
C  -5.2555  3.6591  0.9032
C  -4.6150  2.2832  1.0428
C  -5.4799  1.3782  1.9257
O  -6.7161  0.9721  1.3418
C  -3.2645  2.4661  1.7570
Se  -1.9915  3.7186  0.9163
C  -4.4265  1.6921  -0.3563
Se  -3.6709  -0.0895  -0.4482
H  -6.8234  4.3748  -0.0529
H  -5.2987  4.1343  1.8900
H  -4.6299  4.2739  0.2554
H  -5.6566  1.8947  2.8798
H  -4.9249  0.4630  2.1400
H  -7.1014  1.7608  0.9397
H  -2.7999  1.4786  1.8253
H  -3.4598  2.7934  2.7830
H  -3.7246  2.3273  -0.9060
H  -5.3642  1.6614  -0.9107
C  -1.6582  -2.3967  2.1126
P  -0.5757  -0.9935  1.6386
C  1.0528  -1.8105  1.4528
C  2.1749  -0.9785  1.5045
C  3.4413  -1.4652  1.2393
C  3.6110  -2.8065  0.9089
C  2.5066  -3.6436  0.8584
C  1.2325  -3.1507  1.1273
C  -0.2729  -0.1908  3.2612
C  -0.4918  1.1776  3.3575
C  -0.2669  1.8465  4.5593
C  0.1842  1.1484  5.6665
C  0.4112  -0.2235  5.5767
C  0.1829  -0.8863  4.3838
H  -1.8735  -3.0018  1.2303
H  -2.6042  -1.9789  2.4583
H  -1.2346  -3.0295  2.8942
H  2.0203  0.0740  1.7248
H  4.2966  -0.8022  1.2601
H  4.5991  -3.1812  0.6737
H  2.6317  -4.6869  0.5939
H  0.3800  -3.8170  1.0644
H  -0.8405  1.7566  2.5028
H  -0.4571  2.9123  4.5981
H  0.3607  1.6622  6.6048
H  0.7711  -0.7706  6.4404
H  0.3776  -1.9517  4.3135
N  1.5384  7.4857  1.0084
C  1.4622  6.2811  0.3654
O  1.0474  6.1990  -0.7718
C  1.9096  5.0817  1.1415
C  2.7788  5.1290  2.2218
C  3.1423  3.9502  2.8474
C  2.6193  2.7616  2.3614
N  1.7832  2.6970  1.3300
C  1.4336  3.8372  0.7409
H  1.2938  8.3018  0.4778
H  1.8754  7.5864  1.9449
H  3.2043  6.0638  2.5676
H  3.8271  3.9427  3.6843
H  2.8878  1.8194  2.8292
H  0.7251  3.7802  -0.0773
F  0.9322  -2.4564  -4.4929
C  0.4954  -3.6472  -4.9112
C  1.1205  -4.2066  -5.9822
F  2.1227  -3.5241  -6.5403
C  0.7710  -5.4748  -6.5197
C  -0.2948  -6.0989  -5.8196
C  -0.9174  -5.5417  -4.7471
F  -1.9220  -6.2260  -4.1931
C  -0.5710  -4.2732  -4.2113
C  -1.2202  -3.7009  -3.1006
C  -0.9475  -2.3914  -2.6186
N  -0.8137  -1.3314  -2.1813
C  -2.1885  -4.3900  -2.3151
N  -2.9620  -4.8926  -1.6227
F  -0.7320  -7.2919  -6.2360
C  1.4117  -6.0526  -7.6325
C  1.0873  -7.3411  -8.1457
N  0.8847  -8.3731  -8.6198
C  2.4477  -5.4109  -8.3701
N  3.2790  -4.9582  -9.0290
O  3.3008  2.0513  -1.4286
N  3.9486  0.9817  -1.3097
C  5.2394  1.0396  -0.9942
C  5.9248  -0.1913  -0.7785
N  6.4967  -1.1747  -0.5890
C  5.9243  2.2773  -0.7906
N  6.4801  3.2736  -0.6305

## Properties
lowest unoccupied orbital energy (alpha / beta)	1.46 / 2.67	eV
E	-7861.13800	hartree
net charge	-2
orbital gap (alpha / beta)	0.1415 / 0.1859	Ha
highest occupied orbital energy (alpha / beta)	-2.40 / -2.39	eV



# 2
Computed, not measured: a molecular structure, C12H26EuNO5P2S in a non-equilibrium geometry, with ωB97M-V/def2-TZVPD.

Atoms and positions in Å:
Eu  0.4396  1.3328  0.6242
P  2.3825  -0.9228  0.6979
C  2.5124  -1.2039  -1.1060
C  1.1730  -1.5309  -1.7455
N  0.0543  -0.9166  -1.3021
C  -1.1258  -1.2675  -1.8610
C  -1.2078  -2.1660  -2.9284
C  -0.0508  -2.7483  -3.4244
C  1.1605  -2.4216  -2.8233
C  -2.4375  -0.7311  -1.3271
P  -2.2767  0.8685  -0.4484
H  2.1049  -2.8353  -3.1658
H  -2.1873  -2.3792  -3.3552
H  -0.0894  -3.4391  -4.2610
H  -3.1496  -0.6167  -2.1615
H  -2.8603  -1.4590  -0.6096
H  2.8894  -0.2505  -1.5356
H  3.2310  -2.0176  -1.2932
H  0.8524  3.4822  -1.3650
O  1.4366  2.7109  -1.2413
H  2.0393  2.6638  -2.0082
H  -0.5320  4.5138  0.6653
O  -0.4398  4.1018  -0.2189
H  -0.8986  4.7110  -0.8385
C  -2.5570  2.0461  -1.8253
H  -3.5841  1.9629  -2.2037
H  -2.3974  3.0754  -1.4670
H  -1.8539  1.8574  -2.6490
C  -3.9205  0.8101  0.3344
H  -4.0318  1.6629  1.0179
H  -4.7160  0.8362  -0.4227
H  -3.9956  -0.1176  0.9203
C  2.2531  -2.6273  1.3772
H  3.1833  -3.1995  1.2270
H  2.0366  -2.5438  2.4565
H  1.4131  -3.1609  0.9086
C  4.1445  -0.5393  0.9977
H  4.2434  -0.2089  2.0430
H  4.7665  -1.4256  0.8178
H  4.4459  0.2741  0.3198
C  -0.9259  0.6200  4.8212
S  0.2837  0.3172  3.5475
O  1.3719  -0.4221  4.1666
O  -0.4325  -0.3779  2.4214
O  0.7184  1.6594  2.9811
H  -0.6228  0.0300  5.6955
H  -1.9236  0.3040  4.5026
H  -0.9196  1.6884  5.0443

## Properties
lowest unoccupied orbital energy (alpha / beta)	-2.93 / -2.93	eV
E	-2694.94685	hartree
⟨S²⟩	15.760
net charge	+1
multiplicity	8
orbital gap (alpha / beta)	0.2728 / 0.3225	Ha
highest occupied orbital energy (alpha / beta)	-10.35 / -11.71	eV



# 3
Computed, not measured: a molecular structure, C6H8LiO6Zn in a non-equilibrium geometry, with ωB97M-V/def2-TZVPD.

Atoms and positions in Å:
O  -2.2514  -0.2357  1.2766
C  -1.8067  -0.1071  0.0487
C  -1.8527  0.8003  2.1922
O  -2.0876  -0.9628  -0.8166
O  -1.1197  0.9373  -0.2101
C  -0.3766  0.6093  2.4665
H  -2.4326  0.6419  3.1068
H  -2.0222  1.7987  1.7744
H  -0.2650  -0.3408  3.0049
H  -0.0853  1.4129  3.1542
O  2.0230  -0.2081  -0.0590
C  1.3492  -0.5834  1.0424
C  2.2181  -1.1645  -1.1132
O  0.9896  0.5177  1.6163
O  0.6950  0.2503  -2.3246
C  1.8947  -0.4515  -2.4209
H  1.5364  -2.0070  -0.9364
H  3.2585  -1.5138  -1.0922
H  1.8783  -1.2097  -3.2227
H  2.7117  0.2559  -2.6518
Li  0.7686  1.3268  -0.7125
Zn  -1.0752  -0.0775  -2.2375

## Properties
lowest unoccupied orbital energy	-5.22	eV
E	-2471.47750	hartree
net charge	+1
orbital gap	0.2737	Ha
highest occupied orbital energy	-12.67	eV



# 4
Computed, not measured: C7H10O2 in the gas phase in a non-equilibrium geometry, with ωB97M-V/def2-TZVPD.

Atoms and positions in Å:
C  0.6206  -1.0748  -1.3421
O  -0.4882  0.9839  -1.6249
C  -0.0801  0.0888  -0.6463
C  -1.1125  -0.5258  0.4056
C  0.1060  -0.6519  1.3717
C  0.5343  0.6758  0.6787
C  -0.6321  1.5632  1.1220
C  -1.7079  0.7858  0.9301
H  0.0825  -1.2934  -2.2751
H  0.7785  -1.9931  -0.7667
H  -1.7895  -1.3630  0.1979
H  -0.1241  -0.5838  2.4415
H  0.7709  -1.5069  1.2033
H  1.5594  1.0624  0.7132
H  -0.5720  2.5934  1.4683
H  -2.7647  1.0163  1.0528
O  1.9366  -0.5581  -1.8056
H  0.3584  1.2946  -2.0794
H  2.5239  -0.5134  -1.0450

## Properties
lowest unoccupied orbital energy	0.79	eV
E	-423.11201	hartree
net charge	0
orbital gap	0.3549	Ha
highest occupied orbital energy	-8.86	eV



# 5
Computed, not measured: a molecular structure, C16H12MnN3O3Se, with ωB97M-V/def2-TZVPD.

Atoms and positions in Å:
Mn  0.0652  -1.1294  -0.2937
C  4.1428  -2.5677  -0.7072
O  4.7877  -1.2976  -0.5776
C  4.1367  -0.1820  -0.1849
C  4.9828  0.8831  0.1050
C  4.5227  2.1280  0.5089
C  3.1687  2.3284  0.6307
C  2.2837  1.2789  0.3442
C  0.8854  1.5901  0.4572
N  -0.0772  0.7725  0.2154
N  -1.3869  1.2610  0.3458
C  -2.2004  0.3101  0.0296
O  -1.7958  -0.8907  -0.3472
C  -3.6639  0.5258  0.0645
C  -4.1785  1.7934  0.3319
C  -5.5476  1.9894  0.3622
C  -6.4082  0.9239  0.1271
C  -5.8970  -0.3370  -0.1400
C  -4.5256  -0.5386  -0.1733
C  2.7384  0.0063  -0.0657
O  1.8914  -0.9945  -0.3426
H  4.9471  -3.2723  -0.8990
H  3.4415  -2.5774  -1.5343
H  3.6321  -2.8419  0.2132
H  6.0432  0.6963  -0.0027
H  5.2236  2.9224  0.7221
H  2.7681  3.2841  0.9407
H  0.6034  2.5960  0.7602
H  -3.4983  2.6135  0.5135
H  -5.9469  2.9735  0.5684
H  -7.4790  1.0786  0.1513
H  -6.5674  -1.1659  -0.3234
H  -4.1176  -1.5165  -0.3855
Se  -0.4108  -3.4482  -0.4332
C  1.2305  -4.2922  -0.4708
N  2.2062  -4.9032  -0.5109

## Properties
lowest unoccupied orbital energy (alpha / beta)	-1.44 / -1.37	eV
E	-4559.34553	hartree
⟨S²⟩	6.067
net charge	0
multiplicity	5
orbital gap (alpha / beta)	0.2583 / 0.2640	Ha
highest occupied orbital energy (alpha / beta)	-8.47 / -8.56	eV



# 6
Computed, not measured: 2 unconnected molecules or ions with the total composition C5H14S in a non-equilibrium geometry, with ωB97M-V/def2-TZVPD.

Atoms and positions in Å:
C  0.1555  -0.4257  -1.3234
C  0.5126  -1.8960  -1.4982
C  -2.5191  0.8178  -1.3777
S  -1.3930  -0.2005  -0.4066
H  0.9298  0.1558  -0.8354
H  0.0451  0.0389  -2.3040
H  0.3029  -2.4806  -0.5999
H  1.5948  -2.0051  -1.6088
H  -2.8677  0.3109  -2.2766
H  -3.3408  0.8793  -0.6605
H  -2.2328  1.8308  -1.6601
H  -0.0139  -2.3129  -2.3528
C  2.1268  1.5815  2.1946
C  2.2385  0.1260  2.7449
H  2.3644  2.2483  3.0251
H  2.7232  1.6677  1.2897
H  1.1056  1.9151  1.9759
H  2.2725  -0.6578  1.9963
H  1.4121  0.0062  3.4395
H  3.2148  0.1637  3.2242

## Properties
lowest unoccupied orbital energy	0.98	eV
E	-597.05493	hartree
net charge	0
orbital gap	0.3463	Ha
highest occupied orbital energy	-8.44	eV